Entry 1:
{
  "formula": "CCl2O2S",
  "method": "ωB97M-V with the def2-TZVPD basis set",
  "elements": ["O", "S", "O", "C", "Cl", "Cl"],
  "coordinates": [[-1.947, -0.947, -0.249], [-0.965, 0.017, 0.245], [-1.251, 1.408, 0.262], [0.860, -0.202, -0.448], [1.656, 1.340, 0.027], [1.646, -1.615, 0.163]],
  "nbo_charge": [-0.83, 1.83, -0.84, -0.31, 0.05, 0.10],
  "homo_ev": [-9.918, -10.051]
}

---

Entry 2:
{
  "formula": "C7H10S2Si",
  "method": "ωB97M-V with the def2-TZVPD basis set",
  "elements": ["C", "C", "C", "C", "C", "C", "C", "Si", "S", "S", "H", "H", "H", "H", "H", "H", "H", "H", "H", "H"],
  "coordinates": [[0.210, 1.284, -2.625], [-1.007, 0.828, -2.128], [1.319, 0.859, -1.949], [-1.086, 0.038, -0.955], [1.259, -0.077, -0.967], [0.056, -0.475, -0.420], [0.152, -1.231, 0.904], [-0.123, -0.173, 2.410], [-2.029, 0.711, 2.804], [0.531, -1.287, 4.092], [-0.013, 2.124, -3.365], [-1.903, 1.070, -2.695], [2.293, 1.233, -2.185], [-2.039, -0.246, -0.513], [2.224, -0.500, -0.674], [-0.540, -2.047, 0.891], [1.150, -1.643, 0.956], [1.665, 1.121, 1.688], [-2.469, 0.705, 1.486], [0.352, -2.294, 3.246]],
  "nbo_charge": [-0.23, -0.19, -0.20, -0.24, -0.20, 0.00, -0.94, 1.17, -0.41, -0.40, 0.23, 0.21, 0.21, 0.20, 0.22, 0.24, 0.26, -0.25, 0.18, 0.15],
  "homo_ev": -8.594
}

---

Entry 3:
{
  "formula": "CH2N4O",
  "method": "ωB97M-V with the def2-TZVPD basis set",
  "elements": ["H", "N", "C", "N", "N", "N", "O", "H"],
  "coordinates": [[-2.279, -0.753, -0.052], [-1.966, 0.241, -0.061], [-0.721, 0.268, -0.077], [0.095, 1.348, -0.073], [1.320, 0.958, -0.132], [1.452, -0.394, -0.147], [0.135, -0.896, -0.164], [1.965, -0.771, 0.707]],
  "nbo_charge": [0.36, -0.63, 0.57, -0.22, 0.05, -0.15, -0.37, 0.40],
  "homo_ev": -10.064
}

---

Entry 4:
{
  "formula": "C45H52AsCsF3N7S4Si3",
  "method": "ωB97M-V with the def2-TZVPD basis set",
  "elements": ["Cs", "S", "C", "C", "C", "C", "C", "N", "H", "H", "H", "H", "F", "C", "F", "F", "C", "C", "C", "C", "N", "C", "S", "H", "H", "H", "S", "C", "C", "C", "C", "C", "C", "N", "C", "C", "C", "C", "C", "C", "C", "H", "H", "H", "H", "H", "H", "H", "H", "N", "C", "C", "C", "C", "C", "C", "N", "C", "C", "C", "S", "C", "N", "H", "H", "H", "H", "H", "H", "H", "C", "C", "N", "H", "H", "H", "C", "Si", "C", "C", "As", "Si", "C", "C", "C", "Si", "C", "C", "C", "H", "H", "H", "H", "H", "H", "H", "H", "H", "H", "H", "H", "H", "H", "H", "H", "H", "H", "H", "H", "H", "H", "H", "H", "H", "H", "H"],
  "coordinates": [[0.050, -0.730, 0.142], [1.596, -2.825, -2.182], [1.454, -3.897, -0.879], [2.304, -5.026, -0.783], [2.209, -5.857, 0.301], [1.248, -5.588, 1.281], [0.433, -4.487, 1.087], [0.516, -3.662, 0.060], [3.025, -5.196, -1.572], [2.871, -6.714, 0.393], [1.138, -6.215, 2.157], [-0.350, -4.248, 1.801], [5.542, 1.387, -5.340], [4.772, 2.082, -4.452], [5.426, 3.260, -4.323], [3.647, 2.353, -5.140], [4.569, 1.351, -3.170], [5.089, 0.082, -3.007], [4.925, -0.570, -1.792], [4.241, 0.105, -0.791], [3.714, 1.300, -0.926], [3.830, 1.951, -2.103], [3.119, 3.472, -2.233], [5.624, -0.392, -3.821], [5.309, -1.564, -1.629], [4.127, -0.348, 0.189], [0.750, -2.180, 5.533], [2.246, -1.448, 5.035], [3.489, -1.500, 5.638], [4.529, -0.784, 5.071], [4.335, -0.039, 3.910], [3.099, 0.014, 3.299], [2.035, -0.696, 3.853], [0.768, -0.737, 3.379], [-0.042, -1.424, 4.095], [-1.432, -1.642, 3.830], [-2.264, -2.151, 4.839], [-3.588, -2.426, 4.576], [-4.097, -2.153, 3.310], [-3.278, -1.595, 2.344], [-1.912, -1.344, 2.532], [3.639, -2.096, 6.527], [5.506, -0.807, 5.533], [5.164, 0.511, 3.485], [2.936, 0.598, 2.406], [-1.862, -2.324, 5.833], [-4.236, -2.832, 5.349], [-5.142, -2.360, 3.098], [-3.715, -1.346, 1.377], [-0.639, 4.258, 4.604], [-1.861, 3.765, 4.980], [-2.775, 4.135, 5.950], [-3.958, 3.413, 6.013], [-4.215, 2.352, 5.145], [-3.312, 1.977, 4.170], [-2.124, 2.701, 4.078], [-1.103, 2.595, 3.186], [-0.229, 3.518, 3.505], [0.966, 3.791, 2.770], [1.952, 4.697, 3.103], [3.188, 4.702, 1.907], [2.285, 3.484, 1.036], [1.193, 3.139, 1.593], [-0.127, 5.002, 5.043], [-2.581, 4.959, 6.624], [-4.696, 3.682, 6.757], [-5.149, 1.812, 5.235], [-3.499, 1.147, 3.507], [2.022, 5.337, 3.958], [2.648, 3.126, 0.084], [-2.526, 2.930, 0.496], [-3.027, 1.870, -0.317], [-3.472, 1.045, -0.975], [-2.835, 2.778, 1.527], [-2.900, 3.888, 0.137], [-1.438, 2.928, 0.489], [-4.166, -0.413, -6.073], [-3.591, 0.210, -4.332], [-5.037, 1.357, -3.797], [-2.024, 1.274, -4.624], [-2.978, -1.299, -2.622], [-5.115, -1.974, -1.883], [-4.818, -3.535, -0.808], [-6.136, -0.796, -0.749], [-6.357, -2.426, -3.296], [-2.410, -3.197, -3.932], [-1.871, -4.646, -2.816], [-3.685, -4.032, -5.125], [-0.901, -2.728, -5.005], [-4.253, 0.404, -6.787], [-5.139, -0.895, -6.015], [-3.465, -1.132, -6.484], [-5.187, 2.203, -4.460], [-4.837, 1.737, -2.802], [-5.968, 0.801, -3.755], [-2.166, 2.142, -5.263], [-1.242, 0.661, -5.068], [-1.654, 1.622, -3.659], [-3.966, -3.359, -0.153], [-4.586, -4.396, -1.425], [-5.672, -3.800, -0.190], [-5.500, -0.333, -0.002], [-6.919, -1.343, -0.225], [-6.609, 0.007, -1.305], [-6.023, -3.312, -3.826], [-6.424, -1.618, -4.022], [-7.360, -2.616, -2.922], [-2.685, -5.016, -2.200], [-1.076, -4.322, -2.153], [-1.494, -5.483, -3.398], [-4.263, -4.785, -4.597], [-3.184, -4.536, -5.945], [-4.382, -3.325, -5.559], [-0.120, -2.336, -4.357], [-1.141, -1.971, -5.750], [-0.487, -3.591, -5.521]],
  "lowdin_charge": [0.62, 0.43, -0.90, -0.14, -0.12, -0.11, -0.19, -0.11, 0.08, 0.09, 0.08, 0.10, 0.08, -0.61, 0.08, 0.10, -0.16, -0.03, -0.09, -0.18, 0.02, -0.78, 0.55, 0.11, 0.09, 0.10, 1.05, -0.48, -0.12, -0.12, -0.10, -0.01, -0.31, 0.07, -0.50, -0.32, -0.10, -0.13, -0.13, -0.20, -0.17, 0.10, 0.09, 0.10, 0.10, 0.07, 0.08, 0.08, 0.05, 0.16, -0.20, -0.04, -0.12, -0.10, 0.00, -0.23, 0.19, -0.25, -0.33, -0.37, 0.99, -0.45, 0.06, 0.15, 0.10, 0.09, 0.10, 0.11, 0.05, -0.05, -0.04, -0.23, 0.12, 0.06, 0.09, 0.07, -0.22, 0.30, -0.23, -0.22, 0.78, 0.31, -0.22, -0.22, -0.21, 0.30, -0.21, -0.22, -0.23, 0.02, 0.00, 0.00, 0.02, -0.02, 0.00, 0.02, 0.02, 0.02, 0.02, 0.00, 0.02, -0.01, 0.02, 0.01, -0.01, 0.00, 0.02, 0.00, -0.01, 0.03, 0.01, 0.02, -0.01, -0.03, 0.00, 0.03],
  "charge": -2,
  "homo_ev": -2.018
}

---

Entry 5:
{
  "formula": "C3H2O4",
  "method": "ωB97M-V with the def2-TZVPD basis set",
  "elements": ["O", "C", "C", "O", "C", "O", "O", "H", "H"],
  "coordinates": [[2.810, -0.154, 0.014], [1.636, -0.579, -0.150], [0.493, 0.538, -0.102], [0.815, 1.699, 0.322], [-1.057, -0.122, 0.035], [-1.369, -1.262, 0.293], [-1.906, 0.859, -0.150], [1.380, -1.595, 0.027], [-2.801, 0.617, -0.289]],
  "nbo_charge": [-0.43, 0.30, 0.37, -0.41, 0.72, -0.56, -0.66, 0.17, 0.51],
  "homo_ev": -10.282
}

---

| no. | strongest force on any atom (eV Å⁻¹) |
| --- | --- |
| 1 | 2.15 |
| 2 | 3.43 |
| 3 | 3.63 |
| 4 | 1.85 |
| 5 | 6.46 |